This record from the OMol25 dataset describes the ion C3H4N3 with charge +1. The level of theory is ωB97M-V/def2-TZVPD.

Element x y z (Å)
C1 0.066 1.109 0.004
C2 0.645 -0.942 -0.002
C3 -1.385 0.970 -0.030
N1 -0.374 -0.094 0.029
N2 1.383 1.172 -0.002
N3 1.696 -0.149 -0.008
H1 0.506 -1.937 -0.147
H2 -1.860 1.100 0.847
H3 -1.948 1.129 -0.871
H4 2.674 -0.240 0.254

Results
Total charge: +1
LUMO energy: -4.20 eV
E_HOMO: -16.29 eV
Energy relative to the best compared isomer or geometry (same formula, charge and spin): 36.2 kcal/mol
SMILES: c1[nH+]nc2n1C2